Here is C40H45N3O3SSbZr as an isolated structure at a distorted geometry from the OMol25 dataset. Energies are from the ωB97M-V functional and the def2-TZVPD basis.

Computed properties:
* total charge: +1
* HOMO: -0.379 hartree
* spin multiplicity: 1
* Kohn-Sham gap: 7.4 eV
* E_LUMO: -2.94 eV
* maximum force: 1.50 eV Å⁻¹

Last column: Löwdin charge in e.
Atoms and positions in Å:
Zr 1.0449 0.6248 0.8450  1.57
N -1.0407 -0.4977 1.0738  -0.02
C -0.8959 -1.6534 2.0033  -0.12
C 0.4969 -1.6790 2.6198  -0.56
O 0.6596 -1.9483 3.7899  0.07
N 1.4635 -1.3886 1.6687  -0.12
C 2.8656 -1.2877 2.1809  -0.08
C 3.1135 0.1278 1.6840  -0.63
O 3.3076 0.3003 0.4613  -0.08
O 2.4881 1.0720 2.3185  -0.11
H -1.6040 0.2099 1.5429  0.08
H -1.5439 -0.7674 0.2333  0.07
H -1.0296 -2.5789 1.4416  0.09
H -1.6372 -1.6265 2.7975  0.13
H 3.5276 -1.9930 1.6861  0.11
H 2.8934 -1.3925 3.2623  0.13
S 1.2512 -0.3645 -1.5653  0.22
Sb 0.7640 -2.6337 -1.3861  1.40
C 1.6617 -3.9521 -0.0768  -0.38
C 3.0525 -4.0181 -0.1393  -0.14
C 3.7301 -4.8573 0.7331  -0.06
C 3.0261 -5.6038 1.6681  -0.05
C 1.6413 -5.5304 1.7270  -0.05
C 0.9491 -4.7018 0.8542  -0.11
C 1.2977 -3.3515 -3.2760  -0.36
C 1.8301 -4.6326 -3.3955  -0.11
C 2.1607 -5.1268 -4.6508  -0.07
C 1.9600 -4.3418 -5.7765  -0.06
C 1.4312 -3.0622 -5.6544  -0.07
C 1.1016 -2.5591 -4.4047  -0.12
C -1.3399 -2.6918 -1.4345  -0.36
C -1.9789 -1.6035 -2.0268  -0.16
C -3.3655 -1.5840 -2.1142  -0.06
C -4.1154 -2.6383 -1.6112  -0.06
C -3.4798 -3.7298 -1.0369  -0.06
C -2.0948 -3.7608 -0.9512  -0.11
H 3.6096 -3.4361 -0.8651  0.12
H 4.8093 -4.9223 0.6838  0.12
H 3.5602 -6.2437 2.3579  0.12
H 1.0959 -6.1151 2.4557  0.12
H -0.1252 -4.6498 0.9222  0.08
H 1.9886 -5.2523 -2.5207  0.10
H 2.5762 -6.1212 -4.7464  0.11
H 2.2202 -4.7267 -6.7540  0.11
H 1.2802 -2.4527 -6.5359  0.11
H 0.7081 -1.5528 -4.3195  0.09
H -1.4036 -0.7670 -2.4071  0.07
H -3.8591 -0.7402 -2.5791  0.11
H -5.1953 -2.6150 -1.6758  0.11
H -4.0594 -4.5631 -0.6618  0.11
H -1.6242 -4.6400 -0.5385  0.09
C -4.2119 3.7656 3.5337  -0.04
C -2.9233 2.9914 3.4401  -0.25
C -2.4472 2.2764 4.5320  -0.01
C -1.2589 1.5511 4.4604  -0.25
C -0.7431 0.7811 5.6444  -0.03
C -0.5582 1.5905 3.2647  -0.04
C -0.9745 2.3509 2.1589  -0.29
C -2.1951 3.0112 2.2479  0.01
N -0.1385 2.2553 1.0270  -0.15
C -0.0192 3.1816 -0.1333  -0.44
C -0.4256 4.6354 0.1345  -0.07
C -0.1367 5.4922 -1.1111  -0.27
C -0.9524 4.9712 -2.2986  -0.11
C -0.5648 3.5161 -2.5777  -0.28
C 0.9293 3.4231 -2.9128  -0.11
C 1.7554 3.9832 -1.7521  -0.27
C 1.3501 5.4343 -1.4665  -0.11
C 1.4922 3.1862 -0.4732  -0.11
C -0.8448 2.6796 -1.3283  -0.10
H -4.8344 3.4031 4.3504  0.08
H -4.7852 3.6955 2.6088  0.08
H -4.0110 4.8236 3.7140  0.09
H -3.0141 2.2751 5.4566  0.12
H -0.1590 1.4368 6.2941  0.09
H -0.1042 -0.0477 5.3405  0.06
H -1.5676 0.3837 6.2360  0.08
H 0.4020 1.0699 3.2402  0.09
H -2.6044 3.5397 1.3996  0.10
H 0.1244 5.0204 0.9989  0.14
H -1.4857 4.7061 0.3656  0.10
H -0.4252 6.5228 -0.8951  0.14
H -0.7605 5.5899 -3.1796  0.12
H -2.0233 5.0406 -2.0836  0.12
H -1.1539 3.1312 -3.4135  0.14
H 1.1446 3.9896 -3.8225  0.13
H 1.2109 2.3829 -3.1085  0.10
H 2.8202 3.9412 -1.9892  0.15
H 1.5509 6.0541 -2.3446  0.13
H 1.9531 5.8325 -0.6453  0.13
H 2.0196 3.6211 0.3776  0.14
H 1.9203 2.1695 -0.6105  0.05
H -0.6190 1.6281 -1.5299  0.05
H -1.9054 2.7334 -1.0568  0.13